No. 1
Density functional theory data (wB97M-V/def2-TZVPD) for a single C3H5N molecule.

Calculated values
* energy: -171.9436 Eh
* energy relative to the best compared isomer or geometry (same formula, charge and spin): 70.0 kcal/mol
* HOMO energy: -9.35 eV
* gap between HOMO and LUMO: 10.51 eV
* SMILES: C1=NCC1

Last column: natural (NBO) charge in e.
Geometry (Å):
H  1.29  -1.04  -0.54  0.21
H  1.19  0.70  -1.25  0.22
C  0.65  -0.13  -0.60  -0.50
H  0.17  -0.39  1.59  0.21
H  -1.75  -0.84  -1.17  0.17
C  0.19  0.41  0.86  -0.26
N  -1.26  0.27  0.53  -0.39
C  -1.15  -0.32  -0.57  0.14
H  0.68  1.35  1.15  0.20

No. 2
Density functional theory data (wB97M-V/def2-TZVPD) for a single C3H5N molecule.

Calculated values
* energy: -171.9811 Eh
* energy relative to the best compared isomer or geometry (same formula, charge and spin): 46.4 kcal/mol
* HOMO energy: -9.25 eV
* gap between HOMO and LUMO: 9.78 eV
* SMILES: C=CN=C

Last column: natural (NBO) charge in e.
Geometry (Å):
C  -0.67  -1.64  0.10  -0.04
N  0.23  -0.74  -0.15  -0.41
C  0.02  0.58  0.19  -0.06
H  1.62  1.11  -0.95  0.20
H  -0.53  -2.61  -0.12  0.15
H  0.93  2.62  -0.23  0.21
C  0.87  1.51  -0.32  -0.37
H  -0.81  0.88  0.95  0.17
H  -1.66  -1.71  0.54  0.15

No. 3
Density functional theory data (wB97M-V/def2-TZVPD) for a gas-phase ion, C3H5N2 (charge +1).

Calculated values
* energy: -226.3676 Eh
* charge: +1
* energy relative to the best compared isomer or geometry (same formula, charge and spin): 141.1 kcal/mol
* HOMO energy: -15.93 eV
* gap between HOMO and LUMO: 10.56 eV
* SMILES: C1[C@@]23N[C@@]12[NH2+]3

Last column: natural (NBO) charge in e.
Geometry (Å):
C  -0.39  -0.63  0.71  -0.38
C  0.28  -0.48  -0.70  0.32
H  0.17  -0.69  1.55  0.23
H  1.53  0.86  0.43  0.45
N  -0.78  0.03  -1.37  -0.57
H  -1.23  -1.39  0.81  0.29
H  1.17  1.41  -1.08  0.46
C  -0.53  0.71  -0.01  0.27
H  -1.65  -0.45  -1.51  0.44
N  0.91  0.85  -0.32  -0.51

No. 4
Density functional theory data (wB97M-V/def2-TZVPD) for a gas-phase ion, C3H5N2O2 (charge -1).

Calculated values
* energy: -377.1451 Eh
* charge: -1
* energy relative to the best compared isomer or geometry (same formula, charge and spin): 91.0 kcal/mol
* HOMO energy (alpha / beta): -1.54 / -2.17 eV
* gap between HOMO and LUMO (alpha / beta): 5.89 / 6.55 eV

Last column: natural (NBO) charge in e.
Geometry (Å):
H  -1.54  -1.57  0.16  0.17
H  -1.67  0.70  0.69  0.14
N  0.06  1.54  0.23  -0.52
H  0.22  -1.56  0.62  0.23
H  -0.26  -1.04  -1.13  0.19
C  -0.68  0.43  0.46  -0.10
C  -0.52  -0.99  0.01  -0.67
H  1.67  2.90  -0.36  0.13
O  3.34  -0.91  0.19  -0.54
N  2.23  -0.28  0.20  0.11
O  2.36  1.00  -0.20  -0.35
C  1.31  1.82  -0.02  0.20

No. 5
Density functional theory data (wB97M-V/def2-TZVPD) for 2 unconnected molecules or ions with the total composition C3H5N2O2.

Calculated values
* energy: -377.2074 Eh
* charge: -1
* energy relative to the best compared isomer or geometry (same formula, charge and spin): 0.0 kcal/mol
* HOMO energy (alpha / beta): -4.00 / -3.90 eV
* gap between HOMO and LUMO (alpha / beta): 8.13 / 6.62 eV
* ⟨S²⟩: 2.0466
* multiplicity: 3

Last column: natural (NBO) charge in e.
Geometry (Å):
N  0.54  0.02  -0.14  -0.38
H  -1.89  0.20  0.68  0.22
C  -0.22  1.12  -0.25  -0.03
H  -0.45  -1.75  0.73  0.32
H  -2.18  1.88  0.11  0.17
O  2.47  -1.20  0.26  -0.73
C  1.98  -0.12  -0.05  0.81
H  -0.45  -2.39  -0.66  0.30
N  -1.08  -1.87  -0.05  -0.74
O  2.47  1.01  -0.10  -0.76
C  -1.48  1.15  0.30  -0.35
H  0.28  1.95  -0.84  0.18

No. 6
Density functional theory data (wB97M-V/def2-TZVPD) for a gas-phase ion, C3H5N2O2 (charge +1).

Calculated values
* energy: -376.9168 Eh
* charge: +1
* energy relative to the best compared isomer or geometry (same formula, charge and spin): 74.9 kcal/mol
* HOMO energy (alpha / beta): -12.03 / -12.45 eV
* gap between HOMO and LUMO (alpha / beta): 7.12 / 7.73 eV

Last column: natural (NBO) charge in e.
Geometry (Å):
H  2.80  -0.55  -0.26  0.47
O  -0.33  -0.86  -0.60  -0.34
C  0.80  -0.11  -0.58  -0.08
N  -1.40  0.91  0.31  -0.62
O  -2.19  3.03  0.81  -0.38
H  -2.36  -0.89  -0.50  0.23
N  1.84  -0.98  -0.04  -0.72
C  -1.82  1.95  0.69  0.94
H  0.71  0.80  -0.08  0.17
H  1.67  -1.06  0.97  0.42
H  1.70  -1.95  -0.49  0.46
C  -1.42  -0.30  -0.24  0.43